{"formula": "C13H33N7O26S3", "method": "wB97M-V/def2-TZVPD", "homo_lumo_gap_ev": 10.7, "total_energy_ha": -4048.4863, "homo_ev": -11.101, "lumo_energy_ev": -0.3723, "e_above_lowest_kcal_mol": 0.0, "smiles": "C[N+](=O)[O-].C[N+](=O)[O-].C[N+](=O)[O-].C[N+](=O)[O-].C[N+](=O)[O-].C[N+](=O)[O-].C[N+](=O)[O-].O=S1(=O)OCCO1.O=S1(=O)OCCO1.O=S1(=O)OCCO1", "fmax_ha_per_bohr": 0.0509, "symbols": ["C", "N", "O", "O", "H", "H", "H", "C", "N", "O", "O", "H", "H", "H", "C", "N", "O", "O", "H", "H", "H", "C", "N", "O", "O", "H", "H", "H", "C", "N", "O", "O", "H", "H", "H", "C", "N", "O", "O", "H", "H", "H", "C", "N", "O", "O", "H", "H", "H", "C", "C", "O", "S", "O", "O", "O", "H", "H", "H", "H", "C", "C", "O", "S", "O", "O", "O", "H", "H", "H", "H", "C", "C", "O", "S", "O", "O", "O", "H", "H", "H", "H"], "coordinates": [[-14.31, -18.64, -4.45], [-14.71, -18.74, -3.02], [-15.88, -18.97, -2.80], [-13.84, -18.59, -2.19], [-13.23, -18.65, -4.53], [-14.78, -17.73, -4.83], [-14.77, -19.48, -4.96], [-11.32, -27.07, -10.03], [-10.84, -28.08, -9.04], [-10.57, -29.17, -9.48], [-10.65, -27.69, -7.90], [-11.34, -26.09, -9.57], [-12.27, -27.45, -10.41], [-10.56, -27.01, -10.80], [-8.97, -25.09, -4.78], [-8.96, -25.10, -3.30], [-9.95, -24.70, -2.72], [-8.00, -25.61, -2.74], [-8.84, -24.11, -5.22], [-9.95, -25.47, -5.05], [-8.20, -25.76, -5.14], [-14.39, -28.74, -6.33], [-13.31, -27.86, -5.79], [-12.37, -28.43, -5.31], [-13.50, -26.67, -5.85], [-15.23, -28.74, -5.64], [-14.01, -29.75, -6.44], [-14.75, -28.36, -7.28], [-11.40, -21.12, -2.01], [-10.49, -20.41, -2.96], [-10.99, -19.60, -3.72], [-9.33, -20.74, -2.98], [-11.01, -22.13, -1.95], [-12.40, -21.07, -2.43], [-11.45, -20.59, -1.06], [-7.25, -24.78, -10.87], [-8.50, -24.03, -11.04], [-9.52, -24.40, -10.48], [-8.48, -23.14, -11.85], [-7.17, -25.51, -11.67], [-7.25, -25.22, -9.87], [-6.44, -24.06, -10.91], [-13.77, -24.81, -2.81], [-15.00, -25.08, -3.65], [-15.32, -26.24, -3.76], [-15.62, -24.13, -4.06], [-13.98, -25.17, -1.81], [-13.61, -23.74, -2.85], [-13.01, -25.32, -3.41], [-15.69, -21.68, -7.68], [-16.75, -22.80, -7.65], [-17.44, -22.76, -8.92], [-17.23, -21.34, -9.68], [-18.29, -20.46, -9.34], [-16.90, -21.53, -11.07], [-15.87, -20.95, -8.89], [-14.67, -22.05, -7.80], [-15.71, -21.00, -6.84], [-17.51, -22.71, -6.88], [-16.25, -23.77, -7.63], [-7.68, -19.39, -7.08], [-8.06, -20.28, -5.84], [-7.42, -21.53, -6.14], [-7.07, -21.75, -7.67], [-8.21, -22.19, -8.43], [-5.86, -22.51, -7.80], [-6.83, -20.16, -7.92], [-7.19, -18.45, -6.86], [-8.62, -19.21, -7.60], [-9.13, -20.43, -5.85], [-7.53, -19.96, -4.96], [-10.99, -23.03, -7.60], [-11.93, -24.21, -7.43], [-12.77, -23.89, -6.35], [-12.45, -22.42, -5.68], [-11.53, -22.60, -4.60], [-13.68, -21.77, -5.40], [-11.67, -21.92, -7.00], [-10.58, -22.85, -8.58], [-10.12, -23.17, -6.94], [-11.34, -25.12, -7.29], [-12.54, -24.38, -8.31]]}

{"formula": "C13H33NO10P2", "method": "wB97M-V/def2-TZVPD", "homo_lumo_gap_ev": 10.3, "total_energy_ha": -2005.0998, "homo_ev": -10.238, "lumo_energy_ev": 0.0850, "e_above_lowest_kcal_mol": 0.0, "smiles": "CCOP(=O)(OCC)OCC.CCOP(=O)(OCC)OCC.C[N+](=O)[O-]", "fmax_ha_per_bohr": 0.0394, "symbols": ["C", "N", "O", "O", "H", "H", "H", "C", "C", "O", "P", "O", "O", "C", "C", "O", "C", "C", "H", "H", "H", "H", "H", "H", "H", "H", "H", "H", "H", "H", "H", "H", "H", "C", "C", "O", "P", "O", "O", "C", "C", "O", "C", "C", "H", "H", "H", "H", "H", "H", "H", "H", "H", "H", "H", "H", "H", "H", "H"], "coordinates": [[0.77, 0.90, -0.02], [2.17, 0.48, 0.38], [3.09, 1.09, -0.10], [2.26, -0.51, 1.08], [0.20, 1.02, 0.90], [0.47, 0.11, -0.70], [0.88, 1.85, -0.53], [-4.70, 7.68, 0.50], [-4.29, 6.23, 0.62], [-2.91, 6.09, 0.85], [-2.29, 4.87, 1.65], [-2.99, 4.52, 2.87], [-0.79, 5.31, 1.83], [-0.07, 6.03, 0.83], [0.87, 5.12, 0.07], [-2.18, 3.68, 0.60], [-3.30, 2.75, 0.47], [-3.00, 1.87, -0.72], [-4.37, 8.31, 1.33], [-4.13, 8.13, -0.33], [-5.76, 7.80, 0.30], [-4.90, 5.71, 1.37], [-4.57, 5.74, -0.32], [-0.67, 6.62, 0.14], [0.53, 6.78, 1.35], [1.47, 4.46, 0.70], [0.26, 4.41, -0.51], [1.54, 5.61, -0.62], [-3.38, 2.17, 1.39], [-4.18, 3.37, 0.31], [-1.94, 1.68, -0.83], [-3.53, 0.92, -0.67], [-3.33, 2.38, -1.63], [-0.62, -6.72, 0.66], [0.86, -6.46, 0.79], [1.35, -5.99, -0.47], [2.89, -6.16, -0.84], [3.29, -7.53, -1.11], [3.69, -5.45, 0.32], [3.51, -4.05, 0.58], [3.86, -3.75, 2.02], [3.04, -5.13, -2.02], [2.29, -5.13, -3.23], [1.63, -3.78, -3.43], [-0.81, -7.44, -0.13], [-1.01, -7.13, 1.60], [-1.14, -5.78, 0.48], [0.99, -5.64, 1.51], [1.40, -7.33, 1.16], [4.17, -3.48, -0.08], [2.52, -3.73, 0.26], [3.71, -4.60, 2.68], [4.92, -3.47, 2.07], [3.31, -2.90, 2.42], [3.00, -5.31, -4.03], [1.54, -5.92, -3.30], [1.06, -3.78, -4.36], [0.96, -3.54, -2.61], [2.37, -2.98, -3.51]]}